Record 1
DFT (ωB97M-V with the def2-TZVPD basis set) results for a molecular structure, C61H48BrN3O6Pb.

Highest occupied orbital energy ... -7.695 eV
Maximum force ... 0.491 eV/A
Relative energy (zero: lowest compared OMol25 entry of this formula, charge and spin) ... 1.073 eV
Total charge ... 0
HOMO-LUMO gap ... 7.46 eV

Element x y z (Å)
Pb  -0.148309  -0.252895  0.314064
C  -2.570192  1.370644  -3.724716
C  -3.804925  1.848641  -3.316439
C  -4.087657  1.920283  -1.963866
C  -3.116629  1.518846  -1.046471
N  -1.942541  1.044984  -1.448276
C  -1.676560  0.969827  -2.745766
C  -3.343297  1.597801  0.432921
C  -4.442369  2.276396  0.952237
C  -4.610275  2.322122  2.323658
C  -3.691126  1.691882  3.140161
C  -2.613147  1.035357  2.551067
N  -2.452005  1.006501  1.228914
C  -1.590475  0.327586  3.389190
C  -1.745443  0.167404  4.760333
C  -0.772254  -0.506915  5.480191
C  0.340064  -0.998451  4.825332
C  0.428383  -0.800941  3.457714
N  -0.514395  -0.164233  2.771273
H  -2.306651  1.297004  -4.770888
H  -4.547613  2.154308  -4.041674
H  -5.057289  2.270277  -1.643267
H  -0.699289  0.574178  -3.009759
H  -5.145218  2.779694  0.306668
H  -5.449151  2.852928  2.754329
H  -3.809878  1.728531  4.211579
H  -2.612055  0.551131  5.276119
H  -0.886742  -0.638481  6.548380
H  1.126607  -1.521698  5.349559
H  1.279118  -1.149054  2.878618
C  2.597034  2.522816  -3.495158
C  3.617692  2.092703  -2.451296
C  5.043182  2.407393  -2.850447
O  3.525057  0.700852  -2.204801
C  2.619425  0.535194  -1.124086
C  2.904989  1.756954  -0.249418
O  3.304328  2.728143  -1.225166
C  1.710304  2.325110  0.608781
O  0.471853  1.798956  0.223140
C  1.653502  3.848103  0.381417
C  2.654771  4.678087  0.879432
C  2.605344  6.046413  0.678148
C  1.544978  6.610542  -0.022752
C  0.544565  5.790048  -0.516289
C  0.598471  4.414417  -0.315654
C  1.903856  2.139209  2.127160
C  2.995163  1.548128  2.747254
C  3.086548  1.496750  4.137029
C  2.084155  2.027979  4.926880
C  0.974590  2.606816  4.317771
C  0.892216  2.660438  2.939246
C  2.749055  -0.847600  -0.441772
O  2.001641  -0.786070  0.729844
C  2.164418  -1.942543  -1.355756
C  1.894077  -1.762928  -2.707963
C  1.298560  -2.777559  -3.452947
C  0.973008  -3.984194  -2.858546
C  1.249664  -4.176378  -1.508211
C  1.838443  -3.165482  -0.767999
C  4.209502  -1.193222  -0.134095
C  4.617622  -1.319021  1.187972
C  5.934530  -1.636319  1.498729
C  6.859858  -1.838926  0.487429
C  6.454559  -1.736079  -0.837295
C  5.140297  -1.422454  -1.145796
H  2.794084  2.026896  -4.446964
H  2.644619  3.602570  -3.639270
H  1.591016  2.275522  -3.151744
H  5.297814  1.905027  -3.784441
H  5.718070  2.066730  -2.066103
H  5.159840  3.482683  -2.985081
H  1.593309  0.627090  -1.508976
H  3.771978  1.548671  0.379525
H  3.482256  4.246211  1.431577
H  3.393988  6.676365  1.071213
H  1.501657  7.681582  -0.177399
H  -0.287394  6.218862  -1.062915
H  -0.177902  3.762810  -0.693699
H  3.792349  1.113467  2.164412
H  3.955493  1.038544  4.594958
H  2.160788  1.993659  6.007101
H  0.180384  3.029891  4.921889
H  0.034453  3.120952  2.461737
H  2.160715  -0.832691  -3.193180
H  1.098155  -2.619527  -4.506187
H  0.515684  -4.775532  -3.437804
H  1.005847  -5.121569  -1.036256
H  2.043591  -3.300718  0.287151
H  3.878839  -1.173859  1.963888
H  6.233807  -1.729948  2.535915
H  7.886892  -2.085222  0.726424
H  7.165809  -1.906035  -1.636385
H  4.834808  -1.356408  -2.181212
C  -3.271525  -2.028414  0.531258
C  -4.004599  -1.802529  -0.387839
C  -4.808193  -1.480826  -1.531010
C  -6.083028  -0.933263  -1.376301
C  -6.839066  -0.607326  -2.490355
C  -6.335206  -0.832376  -3.765239
C  -5.071947  -1.385148  -3.923537
C  -4.307331  -1.705917  -2.814106
H  -6.468753  -0.766305  -0.378969
H  -7.827660  -0.184537  -2.364917
H  -6.929506  -0.582443  -4.634846
H  -4.679376  -1.564775  -4.916432
H  -3.318059  -2.131622  -2.926796
Br  -2.364279  -5.710039  -2.868573
C  -2.612868  -5.749213  -0.994911
C  -3.134733  -6.891142  -0.407081
C  -3.327674  -6.923511  0.965489
C  -3.011452  -5.818914  1.738348
C  -2.511675  -4.673469  1.128849
C  -2.291113  -4.632901  -0.244543
C  -2.182931  -3.531119  2.019024
O  -1.695446  -3.604955  3.099393
O  -2.487675  -2.242423  1.559944
H  -3.383653  -7.745824  -1.020709
H  -3.726723  -7.815019  1.429944
H  -3.147267  -5.831407  2.811170
H  -1.865161  -3.760543  -0.721403

Cartesian forces, eV/Å:
-0.3 -0.3 -0.3
0.0 0.0 0.0
0.0 0.0 0.0
0.0 0.0 0.0
-0.1 0.0 0.0
0.0 0.0 0.0
0.0 0.0 0.0
0.0 0.1 0.0
0.0 0.0 0.0
0.0 0.0 0.0
0.0 0.0 0.0
0.0 0.0 0.0
0.0 -0.1 0.1
-0.1 0.0 0.0
0.0 0.0 0.0
0.0 0.0 0.0
0.0 0.0 0.0
0.1 0.0 0.1
0.1 0.1 -0.1
0.0 0.0 0.0
0.0 0.0 0.0
0.0 0.0 0.0
0.0 0.0 0.0
0.0 0.0 0.0
0.0 0.0 0.0
0.0 0.0 0.0
0.0 0.0 0.0
0.0 0.0 0.0
0.0 0.0 0.0
0.0 0.0 0.0
0.0 0.0 0.0
0.0 0.0 0.0
0.0 0.0 0.0
0.0 0.0 0.0
0.0 0.0 0.0
0.0 0.0 0.0
0.0 0.0 0.0
-0.1 -0.1 -0.1
0.2 0.1 0.0
0.1 0.0 0.0
0.0 0.0 0.0
0.0 0.0 0.0
0.0 0.0 0.0
0.0 0.0 0.0
0.0 0.0 0.0
0.0 0.0 0.0
0.0 0.1 0.0
0.0 0.0 -0.1
-0.1 0.0 0.1
0.0 0.0 0.0
0.0 0.0 0.0
-0.1 0.1 0.0
0.1 0.1 0.2
0.0 0.0 -0.1
0.0 0.0 0.0
0.0 0.0 0.0
0.0 0.0 0.0
0.0 0.0 0.0
0.0 0.0 0.0
0.0 0.0 0.0
0.0 0.0 0.0
0.0 0.0 0.0
0.0 0.0 0.0
0.0 0.0 0.0
0.0 0.0 0.0
0.0 0.0 0.0
0.0 0.0 0.0
0.0 0.0 0.0
0.0 0.0 0.0
0.0 0.0 0.0
0.0 0.0 0.0
0.0 0.0 0.0
0.0 0.0 0.0
0.0 0.0 0.0
0.0 0.0 0.0
0.0 0.0 0.0
0.0 0.0 0.0
0.0 0.0 0.0
0.0 0.0 0.0
0.0 0.0 0.0
0.0 0.0 0.0
0.0 0.0 0.0
0.0 0.0 0.0
0.0 0.0 0.0
0.0 0.0 0.0
0.0 0.0 0.0
0.0 0.0 0.0
0.0 0.0 0.0
0.0 0.0 0.0
0.0 0.0 0.0
0.0 0.0 0.0
0.0 0.0 0.0
0.0 0.0 0.0
-0.1 -0.2 0.0
0.1 0.2 0.1
0.0 0.0 -0.1
0.0 0.0 0.0
0.0 0.0 0.0
0.0 0.0 0.0
0.0 0.0 0.0
0.0 0.0 0.0
0.0 0.0 0.0
0.0 0.0 0.0
0.0 0.0 0.0
0.0 0.0 0.0
0.0 0.0 0.0
0.0 0.0 0.0
0.0 0.0 0.0
0.0 0.0 0.0
0.0 0.0 0.0
0.0 0.0 0.0
0.0 0.0 0.0
0.0 0.0 0.0
0.0 0.1 0.0
0.0 0.0 0.0
0.0 0.1 0.1
0.0 0.0 0.0
0.0 0.0 0.0
0.0 0.0 0.0
0.0 0.0 0.0


Record 2
DFT (ωB97M-V with the def2-TZVPD basis set) results for a molecular structure, C61H49FN4O2P3SiSn.

<S²> ... 0.765
Highest occupied orbital energy (spin up / spin down) ... -0.035 / -1.502 eV
Multiplicity ... 2
Maximum force ... 0.832 eV/A
Relative energy (zero: lowest compared OMol25 entry of this formula, charge and spin) ... 0.000 eV
Total charge ... -2
HOMO-LUMO gap (spin up / spin down) ... 4.07 / 5.53 eV

Element x y z (Å)
Sn  1.099173  -0.112493  1.738161
C  -2.409352  5.879381  2.981235
C  -1.128530  6.174161  2.538641
C  -0.424218  5.262096  1.757889
C  -0.992341  4.038840  1.402795
C  -2.283404  3.753324  1.863556
C  -2.985010  4.661748  2.639371
P  -0.169818  2.706396  0.406382
C  1.437419  3.559147  0.108679
C  2.369470  3.379674  1.135333
C  3.667658  3.856108  1.010301
C  4.053685  4.516627  -0.147206
C  3.134247  4.701804  -1.172134
C  1.834758  4.227359  -1.046460
C  -1.160612  2.866865  -1.141509
C  -1.377893  4.109591  -1.737340
C  -2.036209  4.198109  -2.957768
C  -2.489329  3.037937  -3.574006
C  -2.331464  1.808915  -2.944411
C  -1.681972  1.688740  -1.711645
Si  -1.545301  0.048615  -0.685545
C  -2.010583  -1.326314  -2.002558
C  -3.331129  -1.715758  -2.281988
C  -3.632744  -2.797182  -3.097078
C  -2.610166  -3.534028  -3.679180
C  -1.291532  -3.186498  -3.429542
C  -0.978559  -2.104413  -2.602496
P  0.782589  -1.665955  -2.250189
C  1.249449  -0.821590  -3.809399
C  2.610238  -0.633384  -4.078550
C  3.022198  0.157671  -5.139222
C  2.082480  0.780829  -5.954011
C  0.730928  0.611392  -5.689107
C  0.319628  -0.178875  -4.622466
C  1.641532  -3.285808  -2.482678
C  2.171513  -3.783016  -3.673426
C  2.924186  -4.951171  -3.679419
C  3.164861  -5.638648  -2.497052
C  2.627376  -5.165469  -1.307735
C  1.874940  -3.999965  -1.303283
C  -3.292586  0.279021  0.191384
C  -4.442257  0.828188  -0.394499
C  -5.666308  0.837313  0.261326
C  -5.778389  0.291124  1.535687
C  -4.650720  -0.208059  2.168942
C  -3.415943  -0.192272  1.514660
P  -1.872449  -0.727297  2.352310
C  -1.887769  -2.545582  2.147610
C  -1.123389  -3.346883  3.001674
C  -1.009278  -4.711665  2.779413
C  -1.633413  -5.293395  1.683149
C  -2.370433  -4.503813  0.811810
C  -2.497413  -3.139436  1.042694
C  -2.327506  -0.478255  4.122415
C  -2.765943  -1.441057  5.028969
C  -2.945290  -1.116317  6.369087
C  -2.705789  0.173724  6.818308
C  -2.284577  1.147141  5.920744
C  -2.083275  0.818283  4.589536
H  -2.951975  6.589823  3.594129
H  -0.675019  7.123861  2.797664
H  0.571090  5.512047  1.417528
H  -2.735904  2.800473  1.596113
H  -3.985729  4.424421  2.983055
H  2.077681  2.832186  2.030067
H  4.385408  3.675277  1.801579
H  5.071114  4.872822  -0.258584
H  3.437918  5.201956  -2.085037
H  1.132941  4.360737  -1.861691
H  -1.031079  5.012926  -1.246326
H  -2.184788  5.164146  -3.427104
H  -2.989131  3.101040  -4.535470
H  -2.740379  0.919546  -3.419719
H  -4.150504  -1.157514  -1.837457
H  -4.667522  -3.068208  -3.282176
H  -2.839767  -4.378963  -4.319946
H  -0.497473  -3.768242  -3.882446
H  3.349611  -1.105259  -3.437447
H  4.080001  0.301467  -5.324160
H  2.405405  1.395763  -6.786225
H  -0.005866  1.099829  -6.316197
H  -0.736556  -0.286217  -4.408281
H  2.002675  -3.250486  -4.601575
H  3.333059  -5.322125  -4.613660
H  3.775033  -6.534467  -2.502754
H  2.813408  -5.688922  -0.376046
H  1.473963  -3.619176  -0.367968
H  -4.373011  1.253761  -1.392453
H  -6.540634  1.263425  -0.221768
H  -6.739172  0.270871  2.039099
H  -4.726482  -0.598925  3.177931
H  -0.592825  -2.894357  3.831956
H  -0.401751  -5.311108  3.447519
H  -1.531145  -6.356494  1.496781
H  -2.840242  -4.940432  -0.062429
H  -3.057485  -2.528589  0.348725
H  -2.970059  -2.448385  4.687525
H  -3.273091  -1.878300  7.068182
H  -2.829957  0.417885  7.866997
H  -2.093576  2.157813  6.263621
H  -1.714310  1.561446  3.887516
O  1.298805  1.267966  -1.750596
H  2.069968  0.856405  -1.279159
H  1.690404  1.837896  -2.422698
F  1.650678  0.996871  3.385798
N  1.951275  -2.195577  2.668686
C  2.147993  -2.942068  3.552773
N  2.375734  -3.871775  4.394267
C  2.472897  -3.956777  5.694097
N  2.582924  -4.148726  6.838155
O  2.935651  0.498237  0.291693
N  4.250698  0.162486  0.172158
C  5.110177  1.036143  -0.471925
C  6.416220  0.698260  -0.674553
C  6.929610  -0.540087  -0.216829
C  6.045491  -1.359010  0.540865
C  4.745350  -1.003280  0.729668
H  4.666893  1.972535  -0.779928
H  7.057240  1.406905  -1.187539
H  7.957231  -0.833057  -0.387991
H  6.397772  -2.280323  0.989811
H  4.037674  -1.575902  1.314023

Cartesian forces, eV/Å:
0.6 0.4 -0.5
0.1 0.0 0.0
0.0 0.0 0.0
-0.1 0.0 0.0
-0.2 -0.1 0.1
0.0 0.0 -0.1
-0.1 0.0 0.0
0.0 0.6 0.2
0.1 -0.2 0.0
-0.1 0.0 0.0
-0.1 0.1 0.0
0.0 0.1 0.0
0.0 0.0 0.0
-0.1 0.0 0.1
0.1 0.0 -0.1
-0.1 -0.1 -0.1
0.1 0.0 0.0
0.0 0.0 0.1
0.0 0.0 0.0
0.2 0.0 0.0
-0.2 -0.1 0.1
0.3 -0.2 -0.1
0.1 0.1 0.0
0.0 0.0 0.0
0.0 0.0 0.0
-0.1 0.1 0.0
-0.3 0.1 0.1
-0.1 -0.2 -0.1
0.1 0.1 0.0
-0.1 0.0 0.0
0.0 0.0 0.0
0.0 0.0 0.0
0.1 0.0 0.0
0.0 -0.1 0.0
0.0 0.0 0.1
0.0 -0.1 0.1
0.0 0.0 0.0
0.0 0.0 0.0
0.0 0.0 0.0
0.0 0.0 0.0
0.0 -0.1 0.1
0.0 0.0 0.1
0.0 0.0 0.0
0.0 0.0 0.0
0.0 0.1 -0.1
-0.1 0.1 -0.2
-0.3 0.0 0.1
0.1 -0.1 0.0
0.0 0.0 -0.1
0.1 0.0 0.0
0.0 0.0 0.0
0.0 0.0 0.0
0.0 0.0 0.1
0.1 0.0 0.1
-0.1 0.1 0.0
-0.1 -0.1 0.0
0.0 0.0 0.0
0.0 0.0 0.0
0.0 -0.1 0.0
0.0 0.0 0.0
0.0 0.0 0.0
0.1 0.0 0.0
0.0 0.0 0.0
0.0 -0.1 0.0
0.1 0.0 -0.1
0.0 0.0 0.0
0.0 0.0 0.0
0.0 0.0 0.0
0.1 0.0 0.0
0.0 0.0 0.0
0.0 0.0 0.0
0.0 0.0 0.0
0.1 0.0 0.0
0.1 -0.1 0.0
0.0 0.0 0.0
0.0 0.0 0.0
0.0 0.0 0.0
0.0 0.1 0.0
0.0 0.0 0.0
0.0 0.0 0.0
0.0 0.0 0.0
0.0 0.0 0.0
0.0 0.0 0.0
0.0 0.0 0.0
0.0 0.0 0.0
0.0 0.0 0.0
0.1 0.0 0.0
0.0 0.0 0.1
0.0 0.0 0.0
0.0 0.0 0.0
0.0 0.0 0.0
0.0 0.0 0.0
0.0 0.0 0.0
0.0 0.0 0.0
0.0 0.0 0.0
-0.1 0.0 0.0
0.0 0.0 0.0
0.0 0.0 0.0
0.0 0.0 0.0
0.0 0.0 0.0
0.0 0.0 0.1
0.5 -0.1 -0.1
-0.5 0.3 0.2
0.0 0.0 0.0
-0.1 -0.2 -0.3
0.2 -0.2 0.3
0.1 0.3 0.2
0.0 -0.6 -0.2
0.0 0.4 0.1
-0.1 0.0 -0.4
0.0 -0.3 0.1
0.2 0.0 0.1
-0.1 0.0 0.0
-0.1 -0.1 0.0
0.0 -0.1 0.1
0.0 0.1 -0.1
-0.1 0.0 0.0
0.0 -0.1 0.0
-0.1 0.0 0.0
0.0 0.1 0.0
-0.1 0.0 0.0
0.0 0.0 -0.1


no.,calculated total energy (eV)
1,-156081.6374
2,-118401.0856